Below is a 2-piece molecular cluster, C34H31FN2O6S2 overall in a non-equilibrium geometry, with properties calculated with ωB97M-V/def2-TZVPD.

The highest occupied orbital energy comes out at -6.204 eV. The calculation puts the LUMO energy at -1.52 eV. The energy above the lowest of the compared OMol25 structures with the same formula, charge and spin is 46.2 kcal/mol. Its HOMO-LUMO gap is 0.1723 hartree.

CARTESIAN COORDINATES (ANGSTROEM)
F 0.51560 0.98463 3.86228
C 0.72197 0.75221 2.52603
S 2.30871 1.45796 2.13867
C 3.37416 0.11003 2.67467
C 4.17922 -0.50314 1.71644
C 4.80267 -1.71518 2.01327
C 4.71471 -2.24589 3.30399
C 4.00764 -1.55743 4.29544
C 3.33862 -0.36941 3.98724
O 2.50866 1.60532 0.71242
O 2.54607 2.57881 3.01685
S -0.78590 0.28821 1.89910
C -2.16823 0.08094 2.99971
C -2.29028 -1.12530 3.69950
C -3.53193 -1.49538 4.21130
C -4.65531 -0.69264 3.98186
C -4.52560 0.51788 3.29596
C -3.27633 0.92461 2.83113
O -1.22568 1.45200 1.13005
O -0.66166 -1.06825 1.36128
H 4.29586 -0.03860 0.73998
H 5.36541 -2.22555 1.23166
H 5.20988 -3.18964 3.54003
H 3.97193 -1.94400 5.31582
H 2.79984 0.17877 4.75811
H -1.41448 -1.75949 3.81609
H -3.61114 -2.42600 4.77236
H -5.63307 -1.00980 4.34571
H -5.38317 1.16418 3.11009
H -3.15782 1.86865 2.30564
C -5.53928 4.27320 -0.95179
O -4.16469 3.82407 -0.95858
C -3.91106 2.49542 -1.10975
C -2.54380 2.12602 -1.16067
C -2.21286 0.79900 -1.23104
C -3.24418 -0.17027 -1.31303
C -4.59661 0.16200 -1.25646
C -4.93743 1.50742 -1.15162
N -2.64111 -1.42768 -1.34246
C -3.34776 -2.69102 -1.41924
C -1.28433 -1.28544 -1.34221
C -0.94072 0.06457 -1.12328
C 0.32467 0.53735 -0.70704
C 1.46039 -0.24895 -1.04343
C 1.72577 -1.53810 -0.57630
N 2.83161 -2.04662 -1.20798
C 3.38515 -3.36686 -0.97374
C 3.32856 -1.10692 -2.10727
C 2.48656 0.03550 -2.05529
C 2.64484 1.05179 -2.98207
C 3.63441 0.88343 -3.98670
O 3.73273 1.69048 -5.07554
C 2.67673 2.63169 -5.35176
C 4.54018 -0.21609 -3.95346
C 4.36830 -1.23336 -3.02756
H -5.46168 5.35609 -0.85362
H -6.04596 4.00981 -1.89154
H -6.08795 3.84926 -0.09843
H -1.77561 2.89104 -1.08807
H -5.35279 -0.61928 -1.29932
H -5.98613 1.81063 -1.09463
H -4.39975 -2.52056 -1.17727
H -3.27494 -3.12472 -2.42560
H -2.91496 -3.40174 -0.70466
H -0.61602 -2.13876 -1.38802
H 0.46785 1.60593 -0.56704
H 1.15568 -2.11166 0.14910
H 4.16362 -3.56390 -1.71529
H 3.81731 -3.42765 0.03414
H 2.59213 -4.11978 -1.06175
H 1.97928 1.91828 -2.95864
H 2.96462 3.07597 -6.30427
H 1.70498 2.12841 -5.44490
H 2.62669 3.40081 -4.57104
H 5.31872 -0.25565 -4.71129
H 5.00848 -2.11165 -3.01225

Forces on the atoms, in the same order (eV/Å):
-0.1 0.2 2.1
1.7 0.2 0.5
-1.9 -0.7 0.4
0.4 0.1 -0.1
-0.2 -0.2 0.0
0.1 0.2 0.4
-0.1 0.0 -0.2
0.0 0.3 -0.2
0.1 -0.2 0.0
0.0 0.1 0.3
0.0 -0.4 -0.2
1.0 1.1 -0.1
-0.4 -0.4 0.7
-0.1 0.4 0.0
0.1 0.1 -0.1
0.1 0.1 0.0
0.2 -0.1 0.2
0.4 -0.2 0.0
-0.4 -0.7 -0.6
-0.4 0.3 -0.6
-0.2 -0.2 0.1
0.0 0.1 0.3
-0.1 0.3 0.0
0.0 0.1 -0.3
0.0 -0.2 -0.2
-0.2 0.1 0.0
-0.1 0.2 -0.2
0.3 0.1 -0.1
0.1 -0.2 0.1
0.0 -0.3 0.0
0.7 -0.3 0.0
-0.6 0.0 -0.2
0.1 -0.8 0.0
-0.9 0.9 0.0
-0.5 -1.0 0.4
0.0 0.9 0.3
0.4 -0.2 -0.2
0.5 0.6 0.0
2.0 -0.3 -0.5
0.1 -0.3 -0.1
-1.5 -0.2 0.5
0.3 0.9 -0.2
-1.5 0.0 -3.6
1.2 -1.6 0.5
0.1 0.4 -0.9
-0.2 0.2 0.3
-0.1 0.0 0.3
-0.7 0.1 0.1
0.1 -0.7 1.1
0.7 0.3 -1.2
-0.9 -0.3 0.9
-0.1 0.5 -0.1
0.6 -0.4 0.3
-0.6 0.3 0.1
0.0 0.3 0.1
-0.1 -0.2 0.0
0.1 0.1 0.2
0.1 0.1 -0.2
-0.2 0.0 0.1
0.0 0.3 0.0
0.4 -0.2 0.0
0.3 -0.1 0.0
-0.1 0.2 0.2
-0.2 0.2 -0.1
-0.3 0.1 0.0
-0.1 -0.2 0.1
0.3 0.2 0.0
-0.2 0.0 0.2
-0.1 0.0 -0.3
0.2 0.1 0.0
0.3 -0.3 -0.2
-0.1 0.0 0.1
0.2 0.0 0.1
0.0 -0.1 -0.2
-0.2 0.0 0.1
0.0 0.2 -0.2

=====

Below is a 3-piece molecular cluster, C7H19NO overall in a non-equilibrium geometry, with properties calculated with ωB97M-V/def2-TZVPD.

The highest occupied orbital energy (alpha / beta) comes out at -6.498 / -5.659 eV. The calculation puts the LUMO energy (alpha / beta) at 0.84 / 0.84 eV. The energy above the lowest of the compared OMol25 structures with the same formula, charge and spin is 128.3 kcal/mol. Its HOMO-LUMO gap (alpha / beta) is 0.2697 / 0.2389 hartree.

CARTESIAN COORDINATES (ANGSTROEM)
C 1.76822 1.02040 0.15054
C -1.04437 1.06511 1.30051
C -0.97642 1.07122 -1.16985
C 2.29809 0.40244 -1.09899
C 2.21081 0.41507 1.44134
N -0.57961 0.45221 0.07590
H 1.66608 2.10086 0.14207
H -2.13889 1.09668 1.32992
H -0.58154 2.09022 -1.21877
H -0.63970 2.07668 1.39266
H -0.67894 0.49097 2.15053
H -0.55173 0.51660 -2.00356
H -2.06687 1.08048 -1.26756
H 1.78341 -0.59646 1.56704
H 1.85972 -0.60139 -1.25859
H 2.07482 1.00072 -1.98440
H 3.38828 0.25510 -1.07372
H 1.90216 1.00970 2.30349
H 3.30318 0.29619 1.50369
C -1.84333 -1.39978 0.09465
C -1.53974 -2.03986 -1.21115
O -1.22272 -2.09094 1.13672
H -1.33830 -1.63473 1.97676
H -2.88038 -1.12953 0.29878
H 0.16963 -0.30678 0.10325
H -2.14600 -1.60538 -2.00668
H -0.47562 -1.91152 -1.47350
H -1.72021 -3.12426 -1.20110

Forces on the atoms, in the same order (eV/Å):
1.5 0.8 0.1
0.6 -0.3 -0.4
0.7 -0.2 0.4
-0.3 -0.2 -0.1
-0.3 -0.2 0.1
1.1 -1.4 0.1
-0.1 0.0 0.0
0.0 0.0 0.0
-0.2 0.2 -0.1
-0.1 0.2 0.1
0.0 0.0 0.1
-0.1 0.0 0.0
0.0 0.0 0.0
0.1 0.1 0.1
0.1 0.1 0.0
0.0 0.0 0.0
-0.1 0.0 0.1
0.0 0.0 0.0
-0.1 0.0 -0.1
-1.1 -1.3 0.1
0.1 0.0 0.0
0.3 0.1 -0.1
-0.2 0.0 -0.1
0.0 0.1 0.0
-2.0 1.9 -0.1
0.0 0.0 0.0
-0.1 0.0 0.0
0.0 0.1 0.0

=====

Below is C31H62P2Si2Ti as an isolated structure in a non-equilibrium geometry, with properties calculated with ωB97M-V/def2-TZVPD.

The highest occupied orbital energy comes out at -13.293 eV. The calculation puts the LUMO energy at -7.28 eV. The energy above the lowest of the compared OMol25 structures with the same formula, charge and spin is 11.0 kcal/mol. Its HOMO-LUMO gap is 0.2210 hartree. Its net charge is +2.

CARTESIAN COORDINATES (ANGSTROEM)
Ti -1.53963 -0.15146 0.00429
C -2.83029 1.38613 -1.04562
C -2.52836 0.53671 -2.16849
C -3.51939 -0.79789 -0.53802
C -3.51671 0.57473 -0.04719
C -2.86453 -0.80767 -1.82970
C -2.83280 2.87501 -1.08489
H -2.17798 3.25614 -1.87350
H -2.50103 3.29150 -0.12859
H -3.84287 3.26705 -1.28559
C -4.28288 1.07998 1.12922
H -4.06536 2.13275 1.33966
H -4.08723 0.50893 2.04628
H -5.36589 1.00633 0.90777
C -4.38207 -1.90688 -0.03638
H -5.44750 -1.68907 -0.26203
H -4.28846 -2.03978 1.04548
H -4.14166 -2.86257 -0.50914
C -2.95262 -1.92545 -2.80780
H -3.96595 -1.99949 -3.23628
H -2.72583 -2.88499 -2.33183
H -2.26262 -1.77244 -3.64165
C -2.14370 0.97482 -3.53853
H -3.01580 1.06634 -4.21403
H -1.46907 0.23876 -4.00565
H -1.64835 1.95483 -3.53516
C 5.21060 2.84732 -0.79942
C 4.72184 3.57366 -1.81164
C 5.19995 3.55103 -3.23796
C 5.81615 2.21877 -3.72694
C 4.98738 0.98539 -3.50611
C 4.95453 0.21123 -2.41535
C 5.79629 0.36543 -1.18059
C 6.28500 1.80001 -0.87622
H 5.96965 4.33260 -3.39920
H 6.81739 2.11334 -3.29563
H 4.35636 3.82950 -3.89435
H 7.06014 2.07032 -1.60091
H 4.90414 3.07887 0.22879
H 4.00520 4.37773 -1.60636
H 6.78885 1.76803 0.10379
H 5.22624 -0.02410 -0.31734
H 4.36637 -0.71599 -2.43475
H 6.70102 -0.27048 -1.25462
H 5.96778 2.31778 -4.81432
H 4.43561 0.67395 -4.40234
P 0.58073 1.28966 -0.56846
P 0.16915 -1.76691 -1.05667
C 2.12366 0.25065 -0.62299
C 1.83117 -1.23697 -0.35917
H 2.80170 0.63478 0.15883
H 2.64493 0.39591 -1.58848
H 2.59219 -1.89149 -0.82538
H 1.81426 -1.46055 0.72750
C 0.04549 -3.48587 -0.53242
H -0.85674 -3.92865 -0.96857
H -0.02336 -3.54888 0.55944
H 0.92967 -4.04994 -0.86907
C 0.55840 -1.96896 -2.83265
H 1.52018 -2.50414 -2.92270
H 0.62681 -0.99926 -3.34856
H -0.22930 -2.57286 -3.30817
C 0.92550 2.39513 0.85120
H 0.08595 3.10301 0.95609
H 1.85629 2.96187 0.66067
H 1.02428 1.80428 1.77555
C 0.73930 2.47052 -1.95130
H 0.52097 1.98353 -2.91261
H 1.75958 2.89231 -1.97371
H 0.01701 3.28800 -1.79974
C 0.43905 -0.05983 4.14305
Si -1.33350 0.11334 3.53283
C -2.59986 -0.11521 4.94374
C -1.55821 1.95000 3.22626
C -1.63116 -1.03471 2.03133
Si -2.14250 -2.70142 2.84576
C -3.93624 -2.66655 3.45983
C -2.18978 -4.21988 1.74845
C -0.93209 -3.19129 4.22187
H 0.56713 0.52616 5.06470
H 1.13195 0.34053 3.38988
H 0.73979 -1.09222 4.34884
H -2.41109 0.65357 5.70906
H -3.62198 0.05338 4.57811
H -2.58684 -1.08832 5.44731
H -0.66838 2.42704 2.82095
H -2.39342 2.21312 2.56904
H -1.75247 2.44391 4.19720
H -0.67957 -1.25755 1.46041
H -4.66374 -2.84532 2.66061
H -4.06933 -3.49849 4.16840
H -4.25825 -1.75549 3.96734
H -1.21123 -4.64865 1.53221
H -2.74739 -5.00736 2.27862
H -2.70067 -4.04808 0.79551
H 0.08987 -3.25929 3.82600
H -0.90012 -2.51427 5.08182
H -1.20967 -4.18905 4.59106

Forces on the atoms, in the same order (eV/Å):
2.4 -1.7 2.4
-1.6 -1.1 -0.6
-0.3 0.0 1.0
-0.8 1.2 -0.8
-0.6 -0.3 -1.5
-1.1 0.9 0.7
0.3 0.4 0.2
-0.1 0.0 0.2
-0.1 0.1 -0.1
0.3 -0.3 0.1
-0.5 0.1 0.4
-0.1 -0.2 -0.1
-0.1 0.1 -0.3
0.5 0.0 0.1
-0.3 -0.2 0.4
0.6 0.0 0.1
-0.1 0.1 -0.4
0.0 0.2 0.0
0.4 -0.4 -0.2
0.3 0.1 0.3
-0.1 0.0 -0.2
-0.1 -0.1 0.1
0.7 0.1 -0.4
0.2 -0.1 0.5
-0.2 0.4 0.1
-0.1 -0.3 -0.1
-0.2 0.4 0.1
0.4 0.3 0.3
-0.1 -0.2 -0.4
0.4 0.3 -0.5
-0.2 -0.4 -0.1
0.3 -0.1 -0.5
0.1 0.2 0.3
0.5 -0.3 0.3
-0.4 -0.2 0.2
-0.4 -0.1 -0.4
0.3 -0.1 0.2
-0.2 0.0 0.5
-0.3 0.0 -0.4
0.2 -0.3 0.2
-0.1 0.0 -0.3
0.2 0.1 -0.2
0.1 0.3 -0.2
-0.5 0.1 0.0
0.0 0.0 0.4
-0.1 0.0 0.5
0.9 0.7 0.4
1.3 -0.2 -0.2
0.0 -0.2 0.0
-0.5 -0.3 0.1
-0.2 0.0 -0.4
-0.4 0.0 0.4
-0.3 0.3 0.3
0.0 0.1 -0.5
0.0 -0.3 0.2
0.2 0.0 0.1
0.1 0.1 -0.4
-0.3 0.2 0.0
-0.2 0.2 -0.2
-0.4 0.2 0.1
0.0 -0.3 0.1
0.3 0.2 0.1
-0.1 0.2 0.0
0.4 -0.2 0.1
-0.4 -0.3 0.1
0.0 0.3 -0.4
-0.2 0.0 -0.3
0.2 0.2 0.3
-0.3 -0.3 0.1
0.3 -0.3 -0.1
0.0 -0.2 -0.1
-0.1 0.6 1.0
0.1 -0.3 -0.2
0.0 0.5 -0.2
0.0 0.6 -2.0
-0.6 -0.7 0.4
-0.1 0.2 0.2
0.1 -0.2 -0.4
-0.1 0.2 -0.1
0.0 -0.1 -0.2
0.0 0.0 0.2
0.0 0.2 0.0
0.1 -0.2 -0.3
0.2 0.1 0.1
0.0 0.2 -0.1
0.0 0.0 0.1
0.1 0.0 0.2
0.1 -0.3 -0.4
0.6 -0.1 0.5
0.2 -0.1 0.1
0.1 0.2 -0.1
0.1 -0.2 0.0
-0.1 -0.1 0.1
0.1 0.3 0.0
0.0 -0.1 0.1
-0.1 -0.1 0.0
0.0 -0.2 -0.1
0.0 0.2 -0.1